{
  "formula": "C50H77N10O4P3Ti",
  "method": "ωB97M-V/def2-TZVPD",
  "symbols": ["Ti", "N", "C", "C", "C", "N", "H", "H", "H", "H", "H", "H", "H", "H", "H", "H", "O", "P", "C", "P", "O", "C", "C", "C", "C", "C", "C", "C", "C", "C", "C", "C", "C", "C", "C", "C", "C", "C", "C", "C", "C", "C", "C", "C", "C", "H", "H", "H", "H", "H", "H", "H", "H", "H", "H", "H", "H", "H", "H", "H", "H", "H", "H", "H", "H", "H", "H", "C", "N", "C", "C", "C", "O", "H", "H", "H", "H", "H", "H", "H", "H", "H", "O", "P", "N", "C", "C", "C", "C", "N", "C", "C", "C", "C", "N", "C", "C", "C", "C", "H", "H", "H", "H", "H", "H", "H", "H", "H", "H", "H", "H", "H", "H", "H", "H", "H", "H", "H", "H", "H", "H", "H", "H", "C", "N", "C", "N", "C", "N", "C", "N", "C", "C", "H", "H", "H", "H", "H", "H", "H", "H", "H", "H", "H", "H"],
  "coordinates": [[-0.531, 0.283, 0.058], [-2.321, 1.531, 0.271], [-3.635, 0.984, -0.133], [-3.963, -0.245, 0.706], [-3.186, -1.483, 0.263], [-1.749, -1.365, 0.584], [-2.422, 1.844, 1.239], [-2.139, 2.371, -0.289], [-3.587, 0.713, -1.192], [-4.421, 1.739, -0.004], [-5.028, -0.457, 0.601], [-3.767, -0.036, 1.765], [-3.313, -1.608, -0.815], [-3.614, -2.361, 0.765], [-1.234, -2.239, 0.347], [-1.693, -1.316, 1.607], [-0.336, 0.198, 2.016], [-0.195, 0.974, 3.329], [-0.301, 2.758, 2.892], [0.649, 3.101, 1.339], [0.370, 2.008, 0.294], [0.045, 4.675, 0.699], [0.404, 5.003, -0.608], [0.022, 6.219, -1.142], [-0.712, 7.113, -0.377], [-1.048, 6.798, 0.932], [-0.663, 5.585, 1.478], [2.408, 3.187, 1.737], [2.852, 3.684, 2.960], [4.208, 3.851, 3.185], [5.119, 3.575, 2.177], [4.677, 3.108, 0.947], [3.325, 2.907, 0.725], [1.351, 0.584, 4.162], [1.933, -0.654, 3.907], [3.026, -1.065, 4.648], [3.532, -0.246, 5.649], [2.934, 0.975, 5.921], [1.834, 1.387, 5.191], [-1.529, 0.518, 4.454], [-1.636, -0.844, 4.742], [-2.503, -1.276, 5.727], [-3.263, -0.351, 6.432], [-3.165, 1.001, 6.139], [-2.292, 1.442, 5.160], [0.077, 3.375, 3.705], [-1.353, 3.019, 2.735], [0.998, 4.302, -1.181], [0.311, 6.480, -2.148], [-1.014, 8.059, -0.795], [-1.599, 7.504, 1.532], [-0.905, 5.367, 2.507], [2.156, 3.964, 3.732], [4.552, 4.226, 4.136], [6.171, 3.743, 2.345], [5.390, 2.917, 0.157], [2.964, 2.543, -0.231], [1.507, -1.278, 3.130], [3.472, -2.031, 4.469], [4.381, -0.571, 6.228], [3.314, 1.593, 6.719], [1.347, 2.317, 5.439], [-1.013, -1.549, 4.202], [-2.574, -2.325, 5.964], [-3.921, -0.684, 7.217], [-3.756, 1.716, 6.689], [-2.201, 2.500, 4.959], [4.439, -1.453, -0.995], [3.256, -0.963, -0.320], [3.462, -0.388, 0.989], [2.050, -1.086, -0.841], [1.913, -1.693, -2.201], [1.008, -0.704, -0.201], [5.322, -1.147, -0.440], [4.515, -1.063, -2.009], [4.438, -2.543, -1.047], [4.204, 0.409, 0.931], [3.825, -1.150, 1.677], [2.523, 0.026, 1.360], [2.435, -2.646, -2.273], [2.348, -1.036, -2.956], [0.856, -1.825, -2.436], [-1.044, 0.210, -1.694], [-1.055, 0.141, -3.244], [-1.063, -1.449, -3.683], [-0.741, -1.901, -5.055], [-1.639, -3.112, -5.298], [-1.862, -3.657, -3.892], [-2.029, -2.379, -3.077], [-2.413, 0.938, -3.763], [-2.496, 2.405, -3.679], [-3.844, 2.729, -4.317], [-3.936, 1.694, -5.436], [-3.365, 0.438, -4.781], [0.401, 0.794, -3.712], [1.073, 1.748, -2.811], [2.015, 2.558, -3.709], [2.144, 1.701, -4.968], [0.743, 1.121, -5.105], [0.312, -2.194, -5.076], [-0.909, -1.117, -5.790], [-1.172, -3.836, -5.956], [-2.588, -2.812, -5.740], [-0.990, -4.217, -3.559], [-2.730, -4.306, -3.837], [-1.770, -2.511, -2.023], [-3.058, -2.014, -3.173], [-1.687, 2.882, -4.245], [-2.425, 2.725, -2.634], [-3.892, 3.749, -4.687], [-4.650, 2.573, -3.601], [-3.329, 1.995, -6.289], [-4.955, 1.539, -5.781], [-2.878, -0.212, -5.503], [-4.160, -0.123, -4.280], [1.622, 1.182, -2.043], [0.343, 2.388, -2.299], [2.979, 2.759, -3.248], [1.561, 3.511, -3.969], [2.874, 0.903, -4.822], [2.440, 2.280, -5.838], [0.726, 0.233, -5.729], [0.062, 1.864, -5.533], [-0.477, -4.644, -0.321], [-0.069, -3.727, 0.774], [1.401, -3.863, 0.894], [1.832, -5.219, 1.132], [1.376, -6.076, 0.037], [-0.073, -6.004, -0.079], [-0.681, -6.471, 1.163], [-0.233, -5.630, 2.268], [-0.643, -4.271, 2.034], [1.218, -5.702, 2.370], [-0.016, -4.284, -1.247], [-1.565, -4.614, -0.421], [1.737, -3.233, 1.724], [1.852, -3.510, -0.038], [1.675, -7.105, 0.232], [1.834, -5.753, -0.901], [-0.390, -7.503, 1.349], [-1.769, -6.417, 1.080], [-0.310, -3.641, 2.866], [-1.734, -4.237, 1.972], [1.520, -6.734, 2.547], [1.556, -5.082, 3.204]],
  "atomic_forces_ev_per_a": [[0.1040, 0.4623, 0.8405], [-0.0571, 0.4114, 0.0487], [-0.5815, -0.3421, 0.0433], [0.0640, -0.0955, -0.3207], [-0.6873, 0.2196, -0.0823], [-0.3461, 0.0048, 0.3628], [0.0685, 0.0314, -0.2157], [0.0659, -0.1299, 0.2397], [0.0209, 0.1289, 0.0701], [0.2736, -0.0610, -0.0487], [0.0586, 0.0034, 0.1060], [-0.1474, -0.0341, 0.0382], [0.0784, -0.0883, 0.1224], [0.2619, 0.0703, -0.1398], [0.3630, -0.0187, 0.1954], [0.1131, -0.1908, -0.2565], [0.0820, -0.2869, -0.1085], [-0.1820, 0.3832, 1.3157], [0.3721, -0.5944, -0.3385], [0.1187, 1.3908, 0.9156], [-0.1697, -0.6139, -0.5357], [0.2403, -0.5678, 0.2165], [0.0285, -0.1275, -0.0084], [0.0767, -0.0885, -0.0817], [-0.0245, -0.0565, 0.1105], [-0.0029, 0.0384, 0.0069], [-0.0236, -0.0798, 0.0589], [-0.5732, -0.0814, -0.2485], [-0.0208, -0.0131, -0.0543], [-0.0832, 0.0817, 0.0007], [-0.0486, -0.0383, -0.0291], [-0.0085, 0.0004, -0.1042], [-0.1265, -0.0042, -0.0657], [-0.4537, 0.0559, -0.3432], [-0.1626, 0.0394, -0.1841], [-0.0268, -0.0085, 0.0367], [-0.0401, -0.0822, -0.1236], [-0.0067, 0.0820, 0.0916], [-0.0784, 0.0454, -0.0631], [0.4403, 0.3104, -0.3949], [0.0983, -0.0530, -0.1673], [0.0147, -0.0210, -0.0503], [0.0723, 0.0767, -0.1082], [-0.0834, 0.0425, 0.0996], [0.0931, 0.0866, -0.1793], [0.0323, 0.0645, 0.0501], [0.1054, 0.0278, 0.0050], [0.0479, 0.0387, -0.1838], [0.0232, 0.0298, -0.1237], [-0.0147, 0.1199, -0.0409], [-0.0722, 0.0900, 0.0773], [-0.0881, 0.0128, 0.1387], [-0.0773, 0.0299, 0.1693], [0.0280, 0.0545, 0.0922], [0.1210, -0.0069, 0.0120], [0.0378, -0.0110, -0.0493], [0.0990, -0.0060, -0.0790], [0.1249, -0.1349, 0.0080], [0.0798, -0.1325, -0.0388], [0.1023, -0.0315, 0.0885], [0.0228, 0.0701, 0.0652], [-0.0351, 0.1626, 0.0905], [0.0041, -0.1550, 0.0904], [-0.0157, -0.1408, 0.0141], [-0.1202, -0.0453, 0.1029], [-0.0633, 0.0739, 0.0639], [-0.0336, 0.1458, 0.0432], [0.5854, -0.3718, -0.5180], [-1.4040, 0.1586, -0.1933], [-0.2077, 0.3583, 0.6591], [1.7088, -0.5633, -0.5735], [-0.2960, -0.0486, 0.0906], [0.1780, 0.0085, 0.2691], [-0.0947, 0.0448, 0.0164], [-0.0221, 0.0596, 0.0141], [-0.0358, -0.0247, 0.0527], [-0.0422, -0.1028, -0.0423], [-0.0027, -0.0782, -0.0018], [0.2879, -0.0796, -0.0188], [0.0143, -0.0258, 0.1089], [0.0256, 0.0925, 0.0003], [0.1519, -0.0562, 0.0102], [0.0413, 0.1389, 0.0111], [-0.1886, -0.2414, -1.8787], [-0.5176, 1.1106, 0.3544], [0.4396, -0.1388, -0.4536], [0.0478, 0.0420, 0.1680], [-0.0319, 0.1248, -0.1153], [-0.2118, -0.2957, 0.3187], [1.3893, -0.6239, 0.2196], [0.0432, 0.4092, 0.2177], [0.0656, -0.0675, -0.1160], [0.0954, -0.0086, 0.1962], [-0.4554, -0.4733, -0.2181], [-1.1286, -0.0780, 0.4794], [0.1218, 0.1366, 0.4920], [-0.0229, -0.1700, -0.1565], [-0.0800, 0.1244, 0.0580], [0.1473, -0.1050, -0.5100], [-0.0003, 0.0857, -0.1330], [0.0456, 0.0053, -0.0835], [0.0294, -0.0052, -0.1062], [-0.0404, 0.0412, -0.0391], [0.0696, -0.0424, 0.0741], [-0.0587, -0.0390, 0.1148], [-0.1685, -0.0701, -0.0026], [0.0259, 0.0007, 0.1274], [0.0084, -0.0286, 0.0830], [-0.0019, 0.1039, -0.0518], [-0.0086, 0.0584, 0.0741], [-0.0444, 0.0531, 0.0772], [0.0277, 0.0135, -0.0281], [0.0244, -0.0161, -0.0371], [-0.0221, -0.0680, 0.0028], [0.0632, -0.0223, -0.0822], [-0.0244, 0.2241, -0.0860], [0.2229, -0.0385, -0.0176], [0.0000, 0.0300, 0.1181], [-0.0505, 0.1251, 0.0208], [-0.0151, -0.0455, -0.0385], [0.0154, -0.0285, -0.0537], [-0.0073, -0.0015, -0.0312], [-0.0427, -0.0147, 0.0206], [0.0512, -0.0819, 0.0560], [-0.1198, 0.0572, -0.1373], [-0.0010, 0.0583, 0.0152], [0.5984, 0.0079, 0.0259], [-0.0444, 0.1480, -0.0317], [-0.2772, -0.4247, -0.6924], [0.0384, 0.1037, 0.0002], [-0.3697, -0.1851, 0.7580], [0.0586, -0.0657, -0.0523], [-0.0359, 0.1305, -0.0044], [-0.0407, -0.0179, -0.0463], [-0.0647, 0.0592, -0.0438], [0.0388, 0.0705, -0.0011], [0.0387, -0.0108, -0.0172], [0.0187, 0.0245, -0.0092], [0.0074, 0.0031, 0.0130], [-0.0223, -0.0072, -0.0142], [0.0193, -0.0513, 0.0105], [-0.0043, 0.0064, -0.0021], [-0.0417, 0.0593, -0.0121], [0.0209, 0.0435, 0.0234], [-0.0007, -0.0482, 0.0364]],
  "de_lowest_kcal_mol": 2.2,
  "energy_ev": -127148.227,
  "fmax_ev_per_a": 1.90,
  "total_charge": 4,
  "spin_multiplicity": 1
}